Record 1
DFT (ωB97M-V/def2-TZVPD) results for a structure of composition C39H49BBrN4O2S2Si4Ta.

Structure (ORCA input):
```
! wB97M-V def2-TZVPD RIJCOSX def2/J DEFGRID3
* xyz 0 1
Ta -0.075 -0.414 0.322
S -3.638 3.001 -0.097
C -2.249 4.040 -0.045
C -2.205 5.426 0.079
C -0.970 6.037 0.033
C 0.198 5.285 -0.148
C 0.154 3.912 -0.262
C -1.087 3.278 -0.192
N -1.318 1.908 -0.319
C -2.589 1.645 -0.321
C -3.048 0.287 -0.600
C -4.329 0.066 -1.091
C -4.673 -1.183 -1.581
C -3.721 -2.186 -1.594
C -2.456 -1.961 -1.063
C -2.081 -0.731 -0.530
H -3.112 6.004 0.199
H -0.904 7.113 0.126
H 1.152 5.792 -0.200
H 1.050 3.324 -0.406
H -5.044 0.879 -1.130
H -5.665 -1.358 -1.978
H -3.958 -3.157 -2.011
H -1.759 -2.785 -1.059
C 3.468 -1.079 -1.189
C 3.640 -0.587 0.210
C 4.951 -0.564 0.756
C 5.145 -0.207 2.051
C 4.042 0.240 2.813
C 4.140 0.629 4.168
C 3.041 1.110 4.822
C 1.828 1.298 4.131
C 1.716 0.935 2.814
S 0.368 1.453 1.823
C 2.800 0.310 2.157
N 2.593 -0.183 0.894
H 4.236 -1.809 -1.435
H 3.566 -0.240 -1.883
H 2.492 -1.531 -1.326
H 5.774 -0.887 0.132
H 6.129 -0.245 2.505
H 5.093 0.533 4.672
H 3.104 1.389 5.865
H 0.983 1.752 4.630
Br -2.748 -1.196 -5.042
C -1.095 -0.270 -4.947
C -0.493 0.140 -6.133
C 0.698 0.834 -6.037
C 1.231 1.089 -4.780
C 0.549 0.609 -3.677
N -0.599 -0.067 -3.752
C 1.119 0.848 -2.307
O 1.937 1.703 -2.087
O 0.654 0.026 -1.380
H -0.951 -0.082 -7.085
H 1.204 1.175 -6.930
H 2.148 1.643 -4.642
C 4.044 -3.974 0.329
Si 2.420 -4.024 1.304
C 2.197 -5.876 1.608
C 2.703 -3.201 2.968
Si 0.519 -3.117 0.177
Si -1.156 -4.398 1.344
C -1.197 -6.148 0.629
C -2.948 -3.823 1.292
C -0.798 -4.540 3.192
Si 0.621 -4.057 -2.022
C 1.362 -5.791 -1.947
C 1.655 -3.118 -3.294
C -1.065 -4.243 -2.856
H 4.656 -4.818 0.659
H 4.617 -3.067 0.513
H 3.898 -4.076 -0.746
H 3.068 -6.220 2.176
H 2.185 -6.428 0.666
H 1.308 -6.146 2.172
H 3.518 -3.703 3.497
H 1.818 -3.238 3.606
H 2.977 -2.154 2.858
H -1.510 -6.157 -0.416
H -1.932 -6.727 1.196
H -0.241 -6.666 0.701
H -3.433 -4.006 0.334
H -3.069 -2.769 1.545
H -3.476 -4.411 2.050
H 0.249 -4.499 3.482
H -1.198 -5.500 3.535
H -1.320 -3.759 3.747
H 2.367 -5.793 -1.525
H 1.430 -6.188 -2.964
H 0.749 -6.477 -1.362
H 2.725 -3.170 -3.091
H 1.367 -2.069 -3.379
H 1.480 -3.590 -4.266
H -1.827 -4.681 -2.209
H -0.942 -4.905 -3.718
H -1.441 -3.286 -3.225
B -1.135 -1.384 4.823
C -0.945 -1.316 3.284
N -0.783 -1.227 2.135
H -0.997 -0.240 5.200
H -2.254 -1.800 5.019
H -0.281 -2.125 5.251
*
```

Results
highest occupied orbital energy	-8.0529	eV

---

Record 2
DFT (ωB97M-V/def2-TZVPD) results for a cluster of 7 separate species, C39H49Cl2N7OP in total.

Structure (ORCA input):
```
! wB97M-V def2-TZVPD RIJCOSX def2/J DEFGRID3
* xyz 1 1
C 2.078 -2.045 2.810
C 2.523 -1.698 1.393
N 1.520 -0.901 0.642
P 1.643 0.691 0.267
O 1.317 0.836 -1.277
C 0.408 1.693 1.107
C -0.166 1.166 2.441
C -0.482 2.360 3.336
C -1.448 0.369 2.180
C 3.328 1.302 0.363
Cl 4.146 1.445 -1.156
C 3.962 1.624 1.497
C 5.354 2.112 1.649
Cl 3.099 1.460 2.988
H 0.994 -2.166 2.866
H 2.531 -2.991 3.104
H 2.393 -1.301 3.539
H 3.482 -1.184 1.381
H 2.668 -2.623 0.835
H 0.590 -1.104 0.999
H 0.717 0.143 -1.604
H 0.788 2.716 1.172
H -0.416 1.723 0.387
H 0.532 0.510 2.963
H -1.109 3.065 2.786
H 0.427 2.908 3.588
H -1.005 2.056 4.241
H -1.330 -0.423 1.433
H -1.773 -0.117 3.101
H -2.255 1.030 1.858
H 5.802 2.389 0.701
H 5.965 1.329 2.107
H 5.381 2.944 2.352
N -1.802 -1.318 -1.816
C -2.583 -0.600 -2.624
C -3.969 -0.629 -2.574
C -4.581 -1.442 -1.634
C -3.783 -2.192 -0.784
C -2.408 -2.096 -0.917
H -2.075 0.023 -3.351
H -4.550 -0.028 -3.259
H -5.660 -1.492 -1.566
H -4.214 -2.844 -0.037
H -1.752 -2.676 -0.276
N -0.516 5.586 1.831
C -1.698 6.104 1.500
C -1.906 6.876 0.366
C -0.830 7.128 -0.470
C 0.407 6.598 -0.137
C 0.509 5.838 1.018
H -2.518 5.892 2.177
H -2.889 7.271 0.149
H -0.952 7.729 -1.361
H 1.277 6.773 -0.755
H 1.465 5.414 1.311
N -1.049 -6.469 -4.267
C -1.058 -5.442 -3.423
C -1.801 -4.287 -3.622
C -2.579 -4.196 -4.766
C -2.583 -5.256 -5.658
C -1.803 -6.365 -5.360
H -0.436 -5.549 -2.540
H -1.772 -3.485 -2.900
H -3.174 -3.312 -4.960
H -3.176 -5.228 -6.564
H -1.781 -7.215 -6.033
N -4.500 -5.408 -8.727
C -4.917 -6.665 -8.872
C -5.246 -7.226 -10.096
C -5.140 -6.441 -11.233
C -4.709 -5.131 -11.096
C -4.401 -4.665 -9.827
H -4.991 -7.250 -7.962
H -5.578 -8.254 -10.153
H -5.388 -6.842 -12.207
H -4.610 -4.480 -11.954
H -4.058 -3.647 -9.685
N 8.272 1.764 3.290
C 9.327 2.003 2.511
C 10.583 1.462 2.733
C 10.759 0.627 3.826
C 9.673 0.371 4.646
C 8.457 0.960 4.336
H 9.157 2.664 1.668
H 11.402 1.692 2.066
H 11.725 0.187 4.034
H 9.763 -0.270 5.512
H 7.588 0.781 4.960
N -3.895 2.836 5.699
C -4.643 2.416 6.717
C -4.364 2.706 8.045
C -3.245 3.471 8.334
C -2.456 3.915 7.285
C -2.826 3.573 5.994
H -5.510 1.818 6.457
H -5.011 2.340 8.830
H -2.995 3.718 9.357
H -1.574 4.516 7.460
H -2.242 3.910 5.143
*
```

Results
highest occupied orbital energy	-10.8483	eV

---

no.,LUMO (Ha)
1,-0.0360
2,-0.0936